## P
# C3H7NO2

One molecule with the formula C3H7NO2 (the ωB97M-V functional and the def2-TZVPD basis, the Open Molecules 2025 dataset).

Values from the calculation:
SMILES string ... CNCC(=O)O
Orbital gap ... 9.83 eV
HOMO ... -9.27 eV

Each line ends with the Mulliken charge.
Positions of all 13 atoms, in Å:
C 1.224 0.450 1.065  -0.768
N 0.709 0.905 -0.240  -0.447
C 0.145 -0.224 -1.028  -0.535
C -1.181 -0.802 -0.668  0.686
O -1.930 -1.566 -1.240  -0.602
O -1.497 -0.237 0.459  -0.421
H 1.138 1.275 1.759  0.315
H 2.291 0.126 0.980  0.243
H 0.663 -0.451 1.337  0.299
H -0.093 1.466 -0.071  0.292
H 0.900 -0.892 -1.134  0.379
H -0.060 0.245 -2.131  0.236
H -2.309 -0.296 0.911  0.323

---

## Q
# C3H7NO2

One molecule with the formula C3H7NO2 (the ωB97M-V functional and the def2-TZVPD basis, the Open Molecules 2025 dataset).

Values from the calculation:
SMILES string ... CC(=O)NCO
Orbital gap ... 10.64 eV
HOMO ... -9.80 eV

Each line ends with the Mulliken charge.
Positions of all 13 atoms, in Å:
C -1.311 0.181 1.326  -0.948
C -0.044 0.787 0.695  0.451
O 0.091 1.979 0.726  -0.526
N 0.849 -0.082 0.129  -0.150
C 0.610 -0.792 -1.103  -0.355
O 1.241 -0.126 -2.178  -0.510
H -2.083 0.162 0.553  0.262
H -1.609 0.797 2.165  0.320
H -1.117 -0.853 1.602  0.335
H 1.807 -0.082 0.415  0.213
H -0.461 -0.953 -1.236  0.275
H 1.036 -1.793 -1.049  0.309
H 0.991 0.776 -2.043  0.325

---

## R
# C3H7NO2

A 2-piece molecular cluster, C3H7NO2 overall (the ωB97M-V functional and the def2-TZVPD basis, the Open Molecules 2025 dataset).

Values from the calculation:
SMILES string ... [H]/N=C1\O[C@@H]1OC.[H][H]
Orbital gap ... 11.05 eV
HOMO ... -10.19 eV

Each line ends with the Mulliken charge.
Positions of all 13 atoms, in Å:
H -3.368 -0.652 0.256  0.262
N -2.526 -0.311 -0.189  -0.679
C -1.457 -0.585 0.408  0.976
O -0.907 -1.200 1.437  -0.470
C -0.045 -0.454 0.250  -0.514
O 0.605 0.656 0.589  -0.299
C 2.002 0.703 0.299  -0.635
H 0.504 -1.169 -0.367  0.472
H 2.158 1.069 -0.722  0.276
H 2.474 -0.277 0.419  0.359
H 2.444 1.407 1.004  0.242
H -0.582 0.456 -1.785  -0.046
H -1.301 0.355 -1.599  0.056

---

## S
# C3H7NO2

One molecule with the formula C3H7NO2 (the ωB97M-V functional and the def2-TZVPD basis, the Open Molecules 2025 dataset).

Values from the calculation:
SMILES string ... CNC(=O)OC
Orbital gap ... 10.70 eV
HOMO ... -9.78 eV

Each line ends with the Mulliken charge.
Positions of all 13 atoms, in Å:
C -1.997 -0.025 -0.454  -0.701
N -1.188 -0.162 0.748  -0.218
C 0.168 0.013 0.807  0.672
O 0.779 0.255 1.830  -0.613
O 0.743 -0.145 -0.404  -0.344
C 2.165 -0.031 -0.437  -0.662
H -2.564 0.916 -0.452  0.256
H -2.706 -0.855 -0.551  0.250
H -1.344 -0.030 -1.326  0.295
H -1.620 0.095 1.624  0.259
H 2.535 0.559 0.407  0.332
H 2.410 0.441 -1.390  0.226
H 2.618 -1.029 -0.401  0.248

---

Q: What are the energies relative to the best structure? A: P 1.283; Q 0.842; R 3.841; S 0.000, in eV.